Entry from the OMol25 dataset: a 10-piece molecular cluster, C16H54N18O10 overall (ωB97M-V/def2-TZVPD).

```
98
Properties=species:S:1:pos:R:3:forces:R:3:lowdin_charge:R:1
C 0.61515 0.04805 -0.88282 1.340 1.256 1.064 -0.7157
O 0.37529 1.08684 -0.25061 -1.144 -0.413 0.604 -0.0478
N 0.49387 -0.00771 -2.18223 -0.870 -0.430 -2.821 0.1914
N 1.22072 -1.02206 -0.35772 -0.597 0.376 1.074 0.2308
H 0.95812 -0.79338 -2.61500 -0.008 0.180 -0.759 0.0836
H 0.16048 0.79064 -2.70338 0.287 -0.267 0.078 0.1189
H 1.31371 -0.89843 0.64036 0.556 -0.974 -0.052 0.1251
H 1.30906 -1.86685 -0.90419 0.354 -0.311 0.602 0.0944
C -0.40033 4.67746 -0.21338 2.550 1.348 -0.950 -0.7802
O 0.51884 4.62994 -1.00721 0.196 0.415 -1.683 0.0431
N -0.94606 5.75241 0.21721 -1.878 4.946 0.758 0.1955
N -0.84425 3.68475 0.44965 -1.989 -6.417 1.412 0.1811
H -0.47771 6.63088 0.04677 -0.497 0.021 0.106 0.1397
H -1.68937 5.63249 0.89043 0.298 0.937 -0.138 0.1206
H -1.34390 3.73267 1.32609 0.476 -0.105 -0.015 0.1095
H -0.44303 2.80429 0.15999 0.050 -0.606 0.500 0.0712
C 3.65280 3.07858 -0.61811 1.613 -2.057 1.054 -0.7868
O 4.52126 2.26485 -0.36919 0.922 -1.765 0.191 0.0219
N 4.00156 4.22038 -1.11035 1.158 5.029 -2.088 0.1694
N 2.37997 2.88673 -0.43508 -2.204 -1.006 0.771 0.1865
H 4.97602 4.40091 -1.30513 -0.217 -0.297 0.321 0.1213
H 3.41920 5.04483 -1.07503 -0.097 -0.304 -0.129 0.1075
H 1.72332 3.63341 -0.61221 -0.239 -0.341 -0.162 0.0264
H 2.07379 2.00501 -0.04917 0.166 0.452 -0.043 0.0786
C 5.49519 -1.66442 -0.11719 0.973 -0.373 -0.117 -0.7518
O 6.60574 -1.77399 0.36253 0.521 0.189 0.480 0.0332
N 4.61292 -2.63610 -0.21500 -2.129 -2.974 0.309 0.1611
N 5.01021 -0.58152 -0.70626 0.050 3.715 -1.168 0.1588
H 4.78431 -3.57186 0.12423 0.130 0.373 -0.131 0.1148
H 3.70275 -2.45600 -0.61406 0.356 -0.422 -0.002 0.0511
H 4.15735 -0.49062 -1.23961 0.178 -0.513 0.485 0.0607
H 5.48171 0.30545 -0.60102 -0.011 -0.181 0.155 0.0811
C 1.32893 -4.39379 -2.11251 2.146 -2.999 2.747 -0.8100
O 2.44056 -4.31772 -1.57884 -0.569 0.675 0.282 0.0273
N 0.89373 -3.73994 -3.08957 -0.405 6.079 -5.409 0.1770
N 0.42551 -5.29193 -1.81999 -1.367 -3.565 3.128 0.1676
H 1.53987 -3.00583 -3.34195 -0.105 0.255 -0.955 0.0691
H 0.00657 -3.87132 -3.55410 0.415 0.019 0.225 0.1283
H 0.72147 -5.89480 -1.06563 -0.633 -0.347 -0.225 0.1211
H -0.44157 -5.42868 -2.31955 0.259 -0.032 0.393 0.1076
C 2.20737 -1.71888 4.77412 -0.109 -1.295 -2.138 -0.8433
O 3.16015 -1.41714 4.14724 2.695 1.555 -2.229 0.0918
N 1.10925 -2.24125 4.22762 -2.794 -0.550 -3.138 0.1410
N 2.14648 -1.82654 6.03000 -0.364 0.157 7.085 0.1770
H 1.14928 -2.27646 3.21903 -0.348 -0.107 0.226 0.0993
H 0.23269 -2.43999 4.68833 0.426 0.049 -0.113 0.0949
H 2.94984 -1.70256 6.62946 -0.274 0.130 -0.209 0.1375
H 1.26780 -2.14718 6.41108 0.670 0.046 0.529 0.1139
C -2.57282 -3.19468 -0.97303 -0.373 -1.383 -1.190 -0.8154
O -2.83803 -3.93687 -1.88294 -0.838 -1.460 -1.802 0.0403
N -3.10124 -3.32896 0.22231 -1.721 -0.877 1.810 0.1730
N -1.77349 -2.19234 -1.13619 2.444 3.633 0.212 0.1800
H -3.80042 -4.05504 0.15858 0.155 -0.080 1.000 0.1276
H -2.77234 -2.86976 1.05961 -0.050 -0.202 -0.147 0.0588
H -1.50058 -1.72042 -0.28595 0.460 0.404 -0.493 0.0905
H -1.39660 -1.96743 -2.04585 0.175 -0.194 0.448 0.1040
C 3.67430 -0.84081 -3.72195 2.380 -0.901 -1.159 -0.8100
O 3.03435 -1.78801 -3.35694 -3.066 -1.381 1.694 0.0397
N 4.81349 -1.01219 -4.30950 3.561 -2.063 -2.167 0.1866
N 3.49436 0.42075 -3.60053 -4.199 5.183 1.919 0.1933
H 5.13751 -1.96867 -4.29364 0.483 0.347 -0.499 0.1380
H 5.28045 -0.24131 -4.76535 0.343 -0.733 0.199 0.1235
H 4.04365 1.19175 -3.95256 0.122 -0.606 0.205 0.1363
H 2.63938 0.67110 -3.12467 0.189 0.522 -0.086 0.0911
C -3.61718 0.72612 3.51644 0.446 0.879 0.080 -0.0585
C -2.72170 0.12360 2.44286 0.435 1.110 1.156 -0.4290
C -1.19968 0.58764 2.54673 -1.701 -0.129 1.748 -0.1577
O -1.15501 1.98204 2.95213 0.454 -0.004 -1.454 -0.2301
C 0.22329 2.35111 3.26898 -0.452 -1.286 -0.951 -0.0485
N -2.76674 -1.30792 2.47232 1.164 -0.862 -0.508 0.0390
H -3.54281 1.80800 3.40634 -0.365 0.146 0.114 0.0713
H -3.28727 0.53658 4.53788 0.065 -0.337 -0.019 0.0911
H -4.64992 0.39909 3.39556 -0.011 -0.006 0.014 0.0765
H -3.15900 0.52394 1.52821 0.318 -0.271 -0.640 0.0922
H -0.70827 0.14931 1.67813 0.355 1.268 -0.588 0.0888
H -0.66295 0.13894 3.38261 -0.449 -0.961 0.269 0.1036
H 0.80505 2.09959 2.38219 0.344 0.341 -0.035 0.0749
H 0.56079 1.65871 4.04020 0.159 0.400 0.431 0.0890
H 0.34372 3.40720 3.51038 -0.416 -0.233 0.153 0.0974
H -2.45988 -1.58348 3.39427 -0.165 -0.429 0.056 0.0918
H -3.63343 -1.76725 2.23155 -0.350 0.549 0.350 0.0716
C -2.45049 2.16119 -2.49879 -1.848 -1.207 0.967 0.0168
C -3.78108 1.83101 -1.69060 1.473 2.474 -1.738 -0.3294
C -4.17676 0.37742 -1.39340 -1.320 -0.689 -0.634 -0.1311
O -5.54943 0.27033 -0.99265 1.269 2.088 -1.847 -0.1429
C -5.81113 -0.70174 -0.04374 0.388 -1.025 0.664 -0.0748
N -3.81118 2.56522 -0.48210 -0.122 -2.719 -0.002 0.3281
H -2.50417 3.22936 -2.70910 0.591 -0.080 0.205 0.1005
H -2.47008 1.61643 -3.44269 0.105 0.011 0.067 0.0934
H -1.65843 1.79695 -1.84453 0.513 0.528 -0.323 0.0532
H -4.55924 2.30143 -2.29166 -0.801 -0.452 -0.332 0.1821
H -3.44996 -0.11118 -0.74445 -0.180 -0.038 0.347 0.1153
H -4.07610 -0.05139 -2.39044 0.074 -0.351 -0.147 0.1575
H -5.45410 -0.26296 0.88798 0.053 -0.824 0.608 0.0831
H -5.30639 -1.60573 -0.38454 0.218 -0.280 0.730 0.0914
H -6.86409 -0.96897 0.04552 -0.062 0.610 -0.287 0.1106
H -4.43145 1.96292 0.04000 -0.885 1.029 1.428 0.1202
H -2.93312 2.75576 -0.02079 0.700 0.986 0.272 0.1099
```
Forces are in eV/Å.

- 2S+1 = 2
- gap between HOMO and LUMO (alpha / beta) (eV) = 7.274 / 1.719
- <S²> = 0.755
- net charge = +1
- LUMO level (alpha / beta) (eV) = -2.67 / -8.22
- ΔE to the lowest compared entry with this formula, charge and spin (eV) = 0.6731
- molecular weight (u) = 658.72